Record 1
{"formula": "C38H106O23", "method": "ωB97M-V/def2-TZVPD", "elements": ["C", "O", "C", "C", "O", "C", "H", "H", "H", "H", "H", "H", "H", "H", "H", "H", "C", "O", "C", "C", "O", "C", "H", "H", "H", "H", "H", "H", "H", "H", "H", "H", "C", "O", "C", "C", "O", "C", "H", "H", "H", "H", "H", "H", "H", "H", "H", "H", "C", "O", "C", "C", "O", "C", "H", "H", "H", "H", "H", "H", "H", "H", "H", "H", "C", "O", "C", "C", "O", "C", "H", "H", "H", "H", "H", "H", "H", "H", "H", "H", "C", "O", "C", "C", "O", "C", "H", "H", "H", "H", "H", "H", "H", "H", "H", "H", "C", "O", "C", "C", "O", "C", "H", "H", "H", "H", "H", "H", "H", "H", "H", "H", "C", "O", "C", "C", "O", "C", "H", "H", "H", "H", "H", "H", "H", "H", "H", "H", "O", "H", "H", "C", "O", "H", "H", "H", "H", "C", "O", "H", "H", "H", "H", "C", "O", "H", "H", "H", "H", "C", "O", "H", "H", "H", "H", "C", "O", "H", "H", "H", "H", "C", "O", "H", "H", "H", "H"], "positions_angstrom": [[-20.381, 29.555, -13.859], [-21.148, 30.564, -13.182], [-21.878, 30.169, -12.005], [-22.876, 31.266, -11.508], [-22.223, 32.493, -11.093], [-23.075, 33.496, -10.519], [-19.554, 29.980, -14.428], [-20.936, 28.977, -14.598], [-19.941, 28.795, -13.213], [-21.148, 29.887, -11.247], [-22.425, 29.234, -12.127], [-23.493, 30.898, -10.688], [-23.498, 31.611, -12.333], [-23.829, 33.827, -11.233], [-22.463, 34.359, -10.256], [-23.623, 33.111, -9.658], [-22.173, 39.586, -15.867], [-21.872, 38.282, -16.384], [-21.457, 37.287, -15.407], [-20.976, 35.959, -15.889], [-19.933, 36.106, -16.928], [-19.598, 34.954, -17.571], [-22.966, 39.732, -15.133], [-22.281, 40.320, -16.666], [-21.268, 39.925, -15.365], [-22.364, 37.085, -14.838], [-20.839, 37.726, -14.624], [-21.818, 35.389, -16.284], [-20.385, 35.460, -15.122], [-18.962, 35.187, -18.426], [-20.502, 34.440, -17.897], [-18.998, 34.341, -16.897], [-17.512, 24.536, -19.841], [-18.463, 23.910, -20.720], [-18.208, 22.613, -21.152], [-19.545, 21.987, -21.658], [-20.607, 21.893, -20.732], [-21.758, 21.070, -21.138], [-17.716, 25.550, -19.499], [-16.482, 24.422, -20.179], [-17.533, 23.847, -18.997], [-17.825, 22.100, -20.270], [-17.412, 22.538, -21.894], [-19.130, 20.996, -21.846], [-19.815, 22.564, -22.542], [-22.127, 21.193, -22.157], [-22.587, 20.999, -20.433], [-21.332, 20.067, -21.150], [-22.294, 26.984, -22.288], [-22.835, 27.431, -23.513], [-22.465, 26.571, -24.574], [-22.487, 27.239, -25.916], [-21.550, 26.527, -26.816], [-21.689, 26.882, -28.175], [-21.256, 27.214, -22.045], [-22.468, 25.909, -22.242], [-22.941, 27.430, -21.532], [-23.101, 25.691, -24.483], [-21.427, 26.246, -24.500], [-22.345, 28.313, -25.797], [-23.482, 27.086, -26.334], [-21.591, 27.945, -28.398], [-22.703, 26.663, -28.507], [-21.042, 26.320, -28.849], [-10.891, 30.359, -14.179], [-12.025, 30.615, -14.973], [-11.688, 31.418, -16.146], [-12.826, 31.416, -17.160], [-12.504, 31.334, -18.543], [-11.902, 32.434, -19.145], [-11.206, 30.097, -13.169], [-10.304, 31.258, -13.991], [-10.179, 29.591, -14.482], [-10.761, 31.012, -16.552], [-11.456, 32.374, -15.675], [-13.517, 32.228, -16.931], [-13.486, 30.565, -16.993], [-11.119, 32.157, -19.851], [-11.350, 33.041, -18.426], [-12.592, 33.183, -19.535], [-19.837, 21.487, -13.439], [-19.560, 20.144, -13.775], [-19.612, 19.112, -12.817], [-18.489, 19.218, -11.690], [-18.525, 20.408, -10.869], [-19.284, 20.437, -9.715], [-20.730, 21.558, -12.819], [-19.799, 22.167, -14.290], [-18.986, 21.772, -12.820], [-19.409, 18.200, -13.379], [-20.532, 19.003, -12.243], [-17.560, 19.228, -12.260], [-18.421, 18.340, -11.048], [-19.189, 21.365, -9.151], [-18.983, 19.607, -9.076], [-20.322, 20.291, -10.012], [-32.217, 32.989, -12.183], [-30.938, 33.510, -12.749], [-30.617, 34.821, -12.315], [-29.541, 35.401, -13.235], [-30.031, 35.994, -14.411], [-29.825, 37.365, -14.479], [-32.323, 31.928, -12.410], [-33.148, 33.326, -12.639], [-32.317, 33.023, -11.098], [-30.209, 34.994, -11.319], [-31.531, 35.388, -12.137], [-28.915, 34.608, -13.645], [-28.840, 35.957, -12.612], [-30.286, 37.828, -15.351], [-28.754, 37.457, -14.661], [-30.193, 37.958, -13.642], [-23.477, 39.056, -0.586], [-24.202, 38.080, -1.350], [-23.952, 38.270, -2.764], [-24.704, 37.297, -3.670], [-26.056, 37.244, -3.559], [-26.646, 36.732, -2.360], [-22.436, 38.856, -0.839], [-23.489, 38.850, 0.485], [-23.553, 40.094, -0.909], [-22.874, 38.276, -2.922], [-24.368, 39.234, -3.057], [-24.132, 36.370, -3.703], [-24.636, 37.574, -4.722], [-27.730, 36.632, -2.424], [-26.554, 37.495, -1.588], [-26.160, 35.839, -1.968], [-19.119, 38.170, -8.644], [-18.580, 38.909, -8.363], [-18.629, 37.396, -8.366], [-28.339, 28.476, -13.467], [-28.306, 29.571, -12.554], [-28.223, 28.833, -14.490], [-27.526, 27.790, -13.226], [-29.242, 27.886, -13.307], [-29.136, 30.052, -12.501], [-14.756, 26.247, -12.081], [-14.071, 25.880, -10.933], [-14.961, 27.309, -11.945], [-14.161, 26.247, -12.994], [-15.706, 25.740, -12.250], [-14.625, 25.956, -10.153], [-17.041, 33.206, -10.681], [-18.016, 33.624, -9.724], [-17.564, 32.539, -11.367], [-16.623, 34.092, -11.160], [-16.266, 32.693, -10.111], [-18.892, 33.330, -9.986], [-25.124, 41.167, -10.052], [-25.921, 40.804, -11.160], [-25.559, 42.067, -9.617], [-25.045, 40.330, -9.358], [-24.141, 41.542, -10.336], [-26.479, 41.551, -11.389], [-16.642, 28.195, -8.103], [-15.699, 27.735, -7.125], [-17.306, 27.433, -8.512], [-17.326, 28.920, -7.662], [-16.112, 28.784, -8.852], [-15.018, 28.384, -6.931], [-24.050, 25.112, -7.748], [-25.319, 24.438, -7.712], [-23.344, 24.399, -7.322], [-23.771, 25.298, -8.785], [-24.012, 26.041, -7.180], [-25.829, 24.568, -6.910]], "mulliken_charge": [-0.791, -0.278, -0.545, -0.525, -0.213, -0.748, 0.259, 0.307, 0.306, 0.332, 0.389, 0.356, 0.320, 0.289, 0.221, 0.323, -0.758, -0.323, -0.600, -0.394, -0.321, -0.673, 0.293, 0.282, 0.328, 0.344, 0.379, 0.342, 0.314, 0.231, 0.293, 0.266, -0.789, -0.269, -0.645, -0.400, -0.293, -0.773, 0.245, 0.317, 0.333, 0.390, 0.355, 0.339, 0.287, 0.305, 0.283, 0.314, -0.677, -0.374, -0.351, -0.455, -0.305, -0.731, 0.263, 0.304, 0.278, 0.286, 0.311, 0.326, 0.261, 0.297, 0.308, 0.261, -0.802, -0.316, -0.435, -0.495, -0.377, -0.727, 0.287, 0.317, 0.312, 0.371, 0.362, 0.295, 0.334, 0.288, 0.287, 0.298, -0.575, -0.356, -0.417, -0.592, -0.309, -0.659, 0.267, 0.262, 0.222, 0.331, 0.320, 0.271, 0.442, 0.227, 0.275, 0.292, -0.844, -0.327, -0.377, -0.625, -0.329, -0.735, 0.273, 0.334, 0.358, 0.321, 0.361, 0.319, 0.415, 0.247, 0.303, 0.308, -0.796, -0.313, -0.449, -0.603, -0.366, -0.662, 0.312, 0.292, 0.328, 0.448, 0.300, 0.343, 0.338, 0.289, 0.238, 0.301, -0.640, 0.320, 0.320, -0.477, -0.495, 0.230, 0.204, 0.245, 0.290, -0.531, -0.500, 0.229, 0.256, 0.240, 0.306, -0.382, -0.518, 0.187, 0.203, 0.188, 0.320, -0.484, -0.485, 0.234, 0.191, 0.239, 0.303, -0.529, -0.522, 0.240, 0.296, 0.216, 0.300, -0.428, -0.516, 0.221, 0.190, 0.236, 0.297], "max_force_ha_per_bohr": 0.060, "lumo_ev": 0.176, "spin_multiplicity": 1, "homo_ev": -9.012, "orbital_gap_ev": 9.19, "charge": 0, "relative_energy_kj_mol": 152.5}

Record 2
{"formula": "C38H108N6O13", "method": "ωB97M-V/def2-TZVPD", "elements": ["C", "C", "O", "H", "H", "H", "H", "H", "H", "C", "C", "O", "H", "H", "H", "H", "H", "H", "C", "C", "O", "H", "H", "H", "H", "H", "H", "C", "C", "O", "H", "H", "H", "H", "H", "H", "C", "C", "O", "H", "H", "H", "H", "H", "H", "C", "C", "O", "H", "H", "H", "H", "H", "H", "C", "C", "O", "H", "H", "H", "H", "H", "H", "C", "C", "C", "O", "C", "N", "H", "H", "H", "H", "H", "H", "H", "H", "H", "H", "H", "C", "C", "C", "O", "C", "N", "H", "H", "H", "H", "H", "H", "H", "H", "H", "H", "H", "C", "C", "C", "O", "C", "N", "H", "H", "H", "H", "H", "H", "H", "H", "H", "H", "H", "C", "C", "C", "O", "C", "N", "H", "H", "H", "H", "H", "H", "H", "H", "H", "H", "H", "C", "C", "C", "O", "C", "N", "H", "H", "H", "H", "H", "H", "H", "H", "H", "H", "H", "C", "C", "C", "O", "C", "N", "H", "H", "H", "H", "H", "H", "H", "H", "H", "H", "H"], "positions_angstrom": [[-3.409, -4.086, 2.830], [-4.398, -4.699, 1.802], [-4.156, -6.096, 1.710], [-3.691, -3.064, 3.081], [-2.361, -4.089, 2.529], [-3.394, -4.668, 3.751], [-4.242, -4.172, 0.861], [-5.396, -4.455, 2.168], [-4.518, -6.512, 2.496], [-2.331, 3.840, 2.025], [-2.198, 4.051, 3.604], [-1.180, 4.944, 3.910], [-1.483, 3.223, 1.728], [-2.249, 4.798, 1.512], [-3.262, 3.370, 1.712], [-2.133, 3.152, 4.217], [-3.122, 4.581, 3.835], [-1.167, 5.126, 4.853], [4.363, 2.871, 2.468], [5.344, 1.984, 1.669], [5.313, 2.446, 0.358], [4.675, 3.915, 2.513], [4.233, 2.537, 3.497], [3.356, 2.823, 2.054], [4.808, 1.035, 1.684], [6.369, 1.912, 2.033], [5.080, 3.371, 0.460], [-0.532, -0.267, -4.199], [-0.973, 1.200, -4.045], [-0.955, 1.948, -5.223], [-1.174, -0.744, -4.940], [-0.572, -0.882, -3.300], [0.447, -0.326, -4.674], [-0.438, 1.766, -3.282], [-1.995, 1.321, -3.687], [-1.706, 2.546, -5.228], [-0.880, -4.719, -0.064], [-0.845, -6.141, 0.465], [-1.959, -6.835, 0.019], [-0.220, -4.122, 0.565], [-1.862, -4.246, -0.076], [-0.452, -4.664, -1.066], [-0.808, -6.103, 1.554], [0.078, -6.657, 0.198], [-2.712, -6.477, 0.496], [0.249, 5.163, -0.228], [1.041, 4.977, 1.103], [0.674, 5.937, 2.102], [-0.601, 4.482, -0.289], [0.946, 4.897, -1.023], [-0.162, 6.153, -0.427], [2.104, 5.111, 0.901], [0.942, 3.966, 1.500], [-0.086, 5.594, 2.579], [2.977, 1.931, -4.912], [4.237, 2.671, -5.349], [5.405, 2.067, -4.863], [2.115, 2.582, -5.060], [3.021, 1.700, -3.848], [2.798, 1.056, -5.537], [4.125, 3.667, -4.919], [4.278, 2.771, -6.434], [5.224, 1.810, -3.956], [5.702, -1.209, -3.464], [5.115, -0.402, -2.255], [5.509, -0.972, -0.886], [6.890, -1.033, -0.627], [7.357, -1.214, 0.685], [5.632, 0.935, -2.276], [5.628, -0.590, -4.359], [5.217, -2.176, -3.594], [6.763, -1.447, -3.390], [4.030, -0.379, -2.361], [5.209, -2.019, -0.826], [5.087, -0.403, -0.057], [8.445, -1.272, 0.655], [6.968, -2.137, 1.115], [7.178, -0.299, 1.249], [6.640, 0.886, -2.311], [5.270, 1.424, -1.469], [2.534, -2.405, -5.338], [2.603, -3.675, -4.484], [1.600, -3.689, -3.265], [2.062, -2.606, -2.399], [1.511, -2.590, -1.099], [2.560, -4.919, -5.204], [2.945, -1.539, -4.818], [1.508, -2.114, -5.562], [3.095, -2.491, -6.269], [3.605, -3.734, -4.058], [1.719, -4.607, -2.688], [0.544, -3.687, -3.536], [0.483, -2.228, -1.094], [2.204, -1.938, -0.567], [1.578, -3.567, -0.620], [2.929, -5.625, -4.583], [3.167, -4.923, -6.011], [-3.214, 0.068, 4.137], [-4.619, -0.469, 3.806], [-5.695, 0.291, 4.458], [-5.721, 1.695, 3.981], [-6.617, 2.509, 4.748], [-4.779, -0.225, 2.330], [-3.132, 0.180, 5.218], [-2.979, 1.038, 3.698], [-2.453, -0.604, 3.739], [-4.726, -1.518, 4.080], [-5.665, 0.116, 5.533], [-6.634, -0.193, 4.188], [-7.575, 2.050, 4.990], [-6.860, 3.474, 4.304], [-6.289, 2.847, 5.731], [-5.745, -0.499, 2.221], [-4.911, 0.776, 2.338], [4.370, -0.090, 5.099], [2.917, 0.456, 4.980], [1.882, -0.436, 4.230], [0.556, 0.142, 4.262], [0.269, 1.358, 3.632], [2.531, 0.675, 6.357], [4.352, -1.035, 5.642], [5.056, 0.622, 5.559], [4.772, -0.366, 4.124], [2.962, 1.424, 4.481], [1.773, -1.388, 4.750], [2.220, -0.650, 3.216], [0.675, 2.213, 4.174], [-0.820, 1.392, 3.610], [0.671, 1.464, 2.624], [1.540, 0.841, 6.250], [2.564, -0.257, 6.744], [-6.461, 1.118, -2.192], [-5.229, 1.236, -2.969], [-4.774, -0.141, -3.508], [-3.947, -0.743, -2.467], [-3.567, -2.071, -2.765], [-5.547, 2.064, -4.116], [-6.589, 2.067, -1.671], [-6.303, 0.415, -1.374], [-7.373, 0.927, -2.758], [-4.434, 1.834, -2.521], [-4.143, -0.086, -4.395], [-5.652, -0.717, -3.799], [-2.861, -2.080, -3.596], [-4.426, -2.719, -2.938], [-3.057, -2.611, -1.968], [-5.276, 1.550, -4.942], [-6.520, 2.331, -4.164], [-1.617, -1.064, 0.779], [-1.728, 0.436, 0.481], [-0.685, 0.968, -0.535], [0.587, 1.023, 0.035], [1.653, 1.363, -0.853], [-3.104, 0.676, 0.034], [-1.923, -1.698, -0.054], [-2.311, -1.351, 1.568], [-0.623, -1.387, 1.088], [-1.596, 0.991, 1.409], [-1.022, 1.962, -0.829], [-0.722, 0.315, -1.407], [2.620, 1.516, -0.374], [1.381, 2.270, -1.393], [1.752, 0.567, -1.591], [-3.398, 0.098, -0.740], [-3.650, 0.417, 0.843]], "mulliken_charge": [0.004, -0.318, -0.562, -0.557, 0.017, 0.544, 0.104, 0.447, 0.313, -0.735, -0.405, -0.515, -0.291, 0.571, 0.459, 0.380, 0.456, 0.278, -1.340, 0.254, -0.495, 0.522, 0.221, 0.302, -0.062, 0.311, 0.269, -0.202, 0.611, -0.626, 0.490, 0.081, -0.350, 0.033, -0.352, 0.356, 0.366, -0.800, -0.554, 0.087, -0.249, 0.122, 0.261, 0.402, 0.371, -0.900, 0.547, -0.632, 0.002, 0.336, 0.364, 0.369, -0.468, 0.340, -0.390, -0.491, -0.521, 0.393, -0.066, 0.117, 0.271, 0.372, 0.430, -1.492, 1.943, -0.413, -0.411, -0.506, -0.628, 0.412, 0.059, 0.336, -0.877, 0.548, 0.030, 0.255, 0.302, 0.062, 0.300, -0.006, -0.802, 0.645, -1.138, 0.091, -0.824, -0.783, -0.078, 0.208, 0.440, 0.056, 0.451, 0.350, 0.276, 0.084, 0.512, 0.292, 0.267, -0.522, 0.191, -1.387, -0.339, -0.938, -0.640, 0.604, -0.401, 0.208, 0.408, 0.521, 0.548, 0.368, 0.281, 0.337, 0.235, 0.388, -1.555, 0.860, -0.622, -0.396, 0.359, -0.753, 0.459, 0.376, 0.297, -0.189, 0.279, 0.253, 0.516, -0.791, 0.162, 0.354, 0.316, -1.715, 1.274, -1.263, -0.273, -0.588, -0.733, 0.453, 0.300, 0.460, -0.021, 0.434, 0.345, 0.260, 0.371, -0.085, 0.219, 0.255, -0.625, 2.285, 0.039, 0.580, -0.433, -0.091, -0.413, -0.049, 0.355, -1.275, 0.193, -1.335, -0.015, 0.312, 0.054, 0.277, 0.406], "max_force_ha_per_bohr": 0.057, "lumo_ev": 0.263, "spin_multiplicity": 1, "homo_ev": -8.601, "orbital_gap_ev": 8.86, "charge": 0, "relative_energy_kj_mol": 355.5}